Formula: H12O6
Source: the OMol25 dataset
Level of theory: ωB97M-V/def2-TZVPD

```
18
Properties=species:S:1:pos:R:3:forces:R:3
O -0.8264 3.5639 -2.7293 0.10 -0.01 0.29
H -0.5443 2.8887 -3.3462 0.05 -0.22 -0.15
H -0.9891 4.3339 -3.2741 -0.08 0.24 -0.11
O 2.3704 4.9199 -0.6811 0.09 0.10 0.19
H 1.5222 4.5819 -0.9685 -0.33 -0.10 -0.08
H 2.9709 4.6974 -1.3926 0.18 -0.03 -0.15
O 3.7346 -2.7145 0.9860 -0.20 0.18 0.05
H 4.3410 -2.5139 0.2731 0.17 0.08 -0.17
H 3.8908 -3.6385 1.1811 0.00 -0.24 0.10
O -2.0880 -3.4005 3.6526 0.04 -0.05 0.28
H -1.3383 -3.4475 3.0593 0.19 0.03 -0.13
H -2.8518 -3.4751 3.0805 -0.24 0.05 -0.18
O -0.0742 -0.3941 0.2097 -0.29 -0.13 -0.05
H 0.0997 0.5128 -0.0421 -0.01 0.27 -0.02
H 0.7860 -0.8140 0.2039 0.25 -0.19 0.07
O -3.7589 -2.0145 0.1424 -0.09 -0.25 0.11
H -2.8863 -1.6837 -0.0706 0.36 0.13 0.01
H -4.3584 -1.4022 -0.2841 -0.18 0.13 -0.07
```
Forces are in eV/Å.

## Properties
Frontier orbital gap in eV: 11.35
Net charge: 0
HOMO level in Eh: -0.408
Structure (SMILES): O.O.O.O.O.O
Strongest force on any atom in eV Å⁻¹: 0.4


Formula: C27H23F3IrN3O3PS
Source: the OMol25 dataset
Level of theory: ωB97M-V/def2-TZVPD

```
62
Properties=species:S:1:pos:R:3:forces:R:3
Ir 0.9923 0.7889 1.1508 -0.37 -0.46 0.24
N 3.2816 0.7926 1.1670 -0.62 0.66 -0.94
C 3.7210 0.9281 2.5712 -0.28 0.02 0.21
C 2.7139 1.7062 3.4092 0.62 -0.40 -0.19
O 2.9452 1.9308 4.5624 -0.31 0.29 0.09
O 1.6516 2.0529 2.7219 -0.41 -0.60 0.21
H 3.6414 -0.0616 0.7584 -0.04 0.01 -0.07
H 3.5889 1.5689 0.5910 0.25 0.00 0.11
H 4.6793 1.4334 2.6736 0.11 -0.14 -0.16
H 3.7801 -0.0550 3.0352 0.15 -0.10 -0.18
O -0.6449 2.8992 2.5664 -0.50 0.21 0.11
N -0.5645 2.4855 1.2625 1.11 -0.34 0.59
C -1.4874 2.9742 0.5431 -0.21 0.07 -0.28
C -1.6780 2.7661 -0.8893 0.07 0.01 -0.05
C -2.6052 3.6030 -1.5091 -0.06 0.10 0.02
C -2.8320 3.5362 -2.8718 0.00 0.01 -0.04
C -2.1325 2.6205 -3.6418 0.04 -0.06 0.00
C -1.2198 1.7696 -3.0382 -0.03 0.04 0.01
C -0.9877 1.8350 -1.6672 0.35 0.14 0.13
P 0.0583 0.5326 -0.9687 0.40 -1.17 0.69
C -1.1299 -0.8457 -1.0104 0.11 -0.11 -0.08
C -1.1537 -1.8046 -2.0189 -0.05 0.06 0.04
C -2.0817 -2.8361 -1.9717 0.01 0.02 -0.06
C -2.9905 -2.9108 -0.9278 -0.02 0.03 0.01
C -2.9843 -1.9430 0.0683 -0.04 -0.02 -0.03
C -2.0624 -0.9103 0.0251 -0.01 0.03 -0.10
C 1.3823 0.2023 -2.1560 0.12 0.10 0.08
C 1.9701 1.2638 -2.8457 -0.06 -0.03 0.00
C 3.1216 1.0580 -3.5902 0.02 0.05 0.02
C 3.7042 -0.2002 -3.6403 0.00 -0.03 -0.02
C 3.1302 -1.2590 -2.9496 0.01 0.04 0.06
C 1.9807 -1.0596 -2.1990 0.00 0.01 -0.09
H 0.2609 2.7273 2.9482 -0.04 -0.01 -0.19
H -2.1813 3.6568 1.0263 0.07 -0.01 0.10
H -3.1450 4.3291 -0.9135 0.01 -0.02 0.02
H -3.5492 4.2004 -3.3343 0.00 0.00 0.02
H -2.2994 2.5566 -4.7086 -0.01 0.01 0.01
H -0.6853 1.0435 -3.6371 -0.04 -0.01 -0.03
H -0.4542 -1.7486 -2.8427 -0.02 -0.04 0.00
H -2.0907 -3.5824 -2.7553 -0.01 0.01 0.01
H -3.7137 -3.7151 -0.8951 0.03 -0.01 0.01
H -3.6946 -2.0022 0.8834 -0.03 0.05 -0.02
H -2.0702 -0.1432 0.7914 -0.02 -0.04 0.04
H 1.5272 2.2515 -2.8002 0.03 0.01 -0.02
H 3.5700 1.8854 -4.1241 -0.01 0.00 -0.01
H 4.6082 -0.3539 -4.2147 -0.02 -0.01 -0.01
H 3.5833 -2.2412 -2.9815 -0.01 0.00 -0.02
H 1.5556 -1.8827 -1.6416 -0.02 -0.02 -0.08
F -1.2276 -5.0155 2.5521 -0.05 -0.03 0.06
C -0.3516 -4.1218 2.0839 -0.05 -0.05 -0.01
F -0.4332 -4.1472 0.7450 0.01 0.04 -0.08
F 0.8766 -4.5428 2.4145 0.10 0.03 0.02
C -0.6268 -2.7458 2.6279 -0.15 -0.05 0.12
C -1.6038 -2.5326 3.5798 0.12 0.02 -0.04
C -1.8298 -1.2440 4.0639 0.02 -0.03 -0.04
C -1.1018 -0.2032 3.5347 -0.20 0.05 0.13
N -0.1773 -0.4190 2.5915 -0.25 1.00 -0.43
C 0.0914 -1.6433 2.1608 0.08 -0.65 0.10
S 1.3667 -1.6196 0.9930 0.05 1.28 0.12
H -2.1853 -3.3665 3.9485 0.02 -0.01 0.01
H -2.5670 -1.0608 4.8315 0.02 0.03 0.00
H -1.2403 0.8189 3.8618 0.00 0.02 -0.12
```
Forces are in eV/Å.

## Properties
Frontier orbital gap in eV: 7.42
Net charge: +1
HOMO level in Eh: -0.416
Strongest force on any atom in eV Å⁻¹: 1.4


Formula: C7H9F3S
Source: the OMol25 dataset
Level of theory: ωB97M-V/def2-TZVPD

```
20
Properties=species:S:1:pos:R:3:forces:R:3
C -0.5100 0.4576 0.2667 -0.32 2.77 0.90
C -0.2778 -0.2144 1.3816 0.39 -1.34 -0.38
C 0.5691 -1.4664 1.1900 1.65 0.98 0.12
C 0.2228 0.1037 -0.9395 -0.97 -1.27 -3.60
C -0.7895 0.1550 2.7045 -3.55 -0.40 -1.58
C 1.3602 0.9562 -1.5135 -3.48 3.15 -0.36
C -0.7959 -0.0982 -2.2711 1.74 -0.15 2.53
F -1.2643 1.0520 -2.7068 -0.83 1.00 0.10
F -0.0480 -0.5553 -3.2812 -0.29 -0.98 -0.27
F -1.8265 -0.9200 -1.9986 0.52 0.28 -0.45
S 0.9006 -1.5470 -0.6027 0.28 -0.40 0.35
H -1.0308 1.4586 0.3293 0.38 -1.27 -0.28
H 1.5228 -1.5567 1.8164 -1.05 0.80 -0.87
H 0.0803 -2.3528 1.4411 -1.32 -1.35 0.48
H -1.6395 -0.3971 3.1366 0.54 -0.59 -0.41
H -1.1810 1.1286 2.7227 -0.76 1.65 -0.70
H -0.0955 0.2714 3.3935 3.71 -0.32 3.34
H 0.9718 2.0527 -1.8070 0.99 -2.27 0.88
H 1.6780 0.5121 -2.4001 0.58 -0.71 -1.48
H 2.1531 0.9599 -0.8617 1.80 0.44 1.68
```
Forces are in eV/Å.

## Properties
Frontier orbital gap in eV: 9.45
Net charge: 0
HOMO level in Eh: -0.322
Structure (SMILES): CC1=C[C@](C)(C(F)(F)F)SC1
Strongest force on any atom in eV Å⁻¹: 5.0


Formula: C5H10O2
Source: the OMol25 dataset
Level of theory: ωB97M-V/def2-TZVPD

```
17
Properties=species:S:1:pos:R:3:forces:R:3
C 0.7367 1.2724 0.3762 2.02 -1.95 1.77
C -0.2228 -0.7822 -0.1707 -0.59 4.71 0.73
C 0.6964 0.3291 -0.8419 -2.14 0.19 0.16
C -0.4240 0.5856 1.2010 -0.74 -0.73 -3.14
C -1.3814 -1.2850 -0.9782 -1.71 2.24 -1.62
O 1.8926 -0.1794 -1.4301 1.04 0.46 2.32
O -0.3573 0.3545 2.5802 -0.65 0.30 -0.78
H 1.7908 1.2526 0.8357 -1.39 -0.46 -0.04
H 0.6303 2.3040 0.2185 -0.55 1.45 -0.56
H 0.4342 -1.4455 0.2685 1.09 -1.92 0.90
H 0.0849 0.9261 -1.5743 0.84 -1.09 -0.11
H -1.4457 1.1289 0.9715 2.04 -1.23 0.66
H -1.9359 -2.0932 -0.6353 -0.25 -2.08 1.09
H -1.2247 -1.4805 -2.0795 0.50 0.25 1.14
H -2.2813 -0.5575 -0.9941 1.65 -0.28 0.00
H 2.5457 -0.3086 -0.6491 -1.57 0.24 -2.04
H 0.4618 -0.0213 2.9017 0.41 -0.09 -0.46
```
Forces are in eV/Å.

## Properties
Frontier orbital gap in eV: 9.57
Net charge: 0
HOMO level in Eh: -0.323
Strongest force on any atom in eV Å⁻¹: 4.8


Formula: C4H9N3
Source: the OMol25 dataset
Level of theory: ωB97M-V/def2-TZVPD

```
16
Properties=species:S:1:pos:R:3:forces:R:3
C -0.1654 1.6013 -0.2502 -0.33 2.30 1.08
C -1.1279 -1.2514 0.4644 0.67 -0.46 1.03
C -0.1861 -0.8366 -0.7425 1.01 -1.61 3.64
C 0.6354 0.4235 -0.5781 1.18 -1.78 -0.03
N -1.4008 1.6186 -0.3516 -2.14 -2.39 -0.76
N 2.2326 -0.5739 0.9859 -1.08 0.05 -0.75
N 1.8321 0.4219 0.3730 0.49 0.93 0.26
H 0.2331 2.5314 0.1220 1.45 0.03 0.26
H -0.9975 -2.3897 0.6806 -0.32 2.02 -0.40
H -2.1908 -1.0379 0.2600 0.55 -0.09 0.13
H -0.8403 -0.7026 1.4503 -0.46 -0.91 -1.76
H -0.6638 -0.7762 -1.6542 -1.35 -0.03 -1.80
H 0.5307 -1.6755 -0.7669 -0.03 0.43 -0.47
H 1.0203 0.5682 -1.5988 0.68 0.34 0.39
H -1.9471 2.3782 -0.0042 0.36 1.05 0.00
H 3.0358 -0.2991 1.6101 -0.68 0.13 -0.82
```
Forces are in eV/Å.

## Properties
Frontier orbital gap in eV: 9.71
Net charge: 0
HOMO level in Eh: -0.327
Structure (SMILES): [H]/N=C/[C@H](CC)/N=N/[H]
Strongest force on any atom in eV Å⁻¹: 4.1


Formula: C5H9NO
Source: the OMol25 dataset
Level of theory: ωB97M-V/def2-TZVPD

```
16
Properties=species:S:1:pos:R:3:forces:R:3
C 1.9112 0.1377 -0.2409 -0.01 -0.02 -0.08
C 0.6185 -0.0776 0.5627 -0.10 -0.03 0.08
C -0.5040 -0.8831 -0.0797 -0.18 0.04 0.04
O -0.1314 -2.1893 -0.2937 0.24 -0.21 0.14
C -1.7969 -0.6401 -0.3347 0.15 -0.18 -0.08
C -2.0992 2.1480 0.8414 0.78 0.64 -0.67
N -1.2894 2.2828 -0.0023 -0.75 0.04 0.71
H 1.8130 0.9254 -0.9962 -0.08 -0.14 0.06
H 2.7210 0.4372 0.4350 -0.18 -0.04 -0.13
H 2.2362 -0.7707 -0.7588 -0.07 0.10 0.05
H 0.2769 0.8700 0.9793 -0.07 -0.24 -0.15
H 0.8751 -0.6833 1.4453 -0.01 0.08 -0.05
H -0.6510 2.0009 -0.7236 -0.11 0.24 0.04
H 0.7370 -2.3446 0.0913 -0.02 -0.07 0.04
H -2.4220 -1.5170 -0.4588 0.14 -0.02 -0.43
H -2.2951 0.3036 -0.4665 0.27 -0.20 0.43
```
Forces are in eV/Å.

## Properties
Frontier orbital gap in eV: 9.54
Net charge: 0
HOMO level in Eh: -0.324
Strongest force on any atom in eV Å⁻¹: 1.2


Across the entries above, total energy takes the values -458.61106 -2575.95823 -969.88039 -346.88277 -321.97516 -325.81517 Ha, respectively.